Entry 1:
Below is a 8-piece molecular cluster, C21H46F15N6O11PS2 overall at a distorted geometry, with properties calculated with ωB97M-V with the def2-TZVPD basis set.

Summary:
highest occupied orbital energy: -11.943 eV
E_LUMO: -6.32 eV
total charge: +2
orbital gap: 5.6 eV
electronic energy: -125694.092 eV

XYZ file:
```
102
Properties=species:S:1:pos:R:3:forces:R:3:mulliken_charge:R:1
C -19.292 14.237 9.279 3.16 0.28 0.34 0.307
F -19.502 14.920 8.149 -0.60 -0.04 0.41 -0.208
F -19.275 15.031 10.349 -0.70 -0.12 -0.84 0.218
F -20.248 13.344 9.475 -0.89 -0.59 -0.36 -0.260
S -17.573 13.311 9.097 0.78 0.36 -0.04 0.929
O -17.394 12.614 10.334 -0.39 0.17 -0.25 -0.576
O -17.743 12.464 7.947 -0.26 0.69 -0.62 -0.688
N -16.385 14.535 8.759 -4.16 -3.20 -0.58 -0.780
S -15.988 15.127 10.124 2.31 2.78 4.61 -0.133
O -15.505 16.491 9.982 0.07 -1.31 -0.68 -0.406
O -16.913 14.993 11.245 0.89 -0.32 -1.23 -0.243
C -14.412 14.044 10.625 -1.70 1.25 -0.03 0.387
F -13.674 13.741 9.561 -0.25 -0.35 0.00 -0.145
F -13.694 14.773 11.449 0.34 0.17 0.37 -0.184
F -14.835 12.962 11.265 0.35 -0.13 -0.42 -0.193
C -17.133 17.920 6.888 0.21 -1.01 -0.38 -0.054
C -15.963 18.820 7.062 -0.25 1.11 -1.03 0.342
O -15.535 19.547 6.224 0.02 -0.11 0.33 -0.520
N -15.299 18.884 8.408 -0.23 0.28 -0.90 1.341
H -15.595 18.071 8.949 -0.51 0.12 1.06 -0.420
H -14.370 18.544 8.152 1.05 0.09 0.17 0.219
C -15.269 20.257 9.072 0.34 -0.86 0.84 -0.565
H -16.921 16.947 7.334 -0.23 0.22 0.68 -0.499
H -17.267 17.666 5.836 0.22 0.59 -0.16 0.548
H -18.047 18.389 7.246 0.12 -0.12 0.33 0.330
H -14.457 20.224 9.797 0.09 -0.07 -0.12 0.253
H -16.168 20.413 9.661 -0.21 -0.12 -0.41 0.223
H -15.071 21.074 8.387 -0.15 -0.42 -0.44 0.338
C -17.508 14.518 5.473 0.45 0.24 -0.70 0.109
C -16.066 14.272 5.129 1.20 1.98 0.78 0.199
O -15.613 14.461 4.051 0.36 -0.82 -0.33 -0.499
N -15.132 14.123 6.332 -3.73 -3.99 -1.23 1.354
H -14.413 14.890 6.427 1.24 2.45 -0.42 0.439
H -15.752 14.347 7.151 1.01 -0.79 -0.38 -0.322
C -14.569 12.709 6.320 -1.00 1.15 -0.15 -0.872
H -17.507 15.240 6.287 -0.40 -0.61 0.54 -0.529
H -17.993 13.554 5.604 -0.33 0.25 0.58 0.162
H -17.931 15.062 4.630 -0.07 -0.33 -0.19 0.514
H -13.862 12.668 7.142 0.18 -0.43 -0.25 0.271
H -14.185 12.560 5.314 0.67 0.06 0.26 0.437
H -15.388 11.998 6.410 0.03 -0.06 0.49 0.277
C -24.655 19.121 9.664 0.00 -0.03 -0.41 -1.308
C -23.644 18.392 8.823 -0.82 0.50 -0.80 0.699
O -23.094 18.798 7.867 0.39 -0.40 0.34 -0.363
N -23.527 16.862 9.117 -0.03 0.80 -0.08 -0.102
H -24.126 16.741 9.933 0.50 -0.45 0.40 0.428
H -24.062 16.434 8.361 0.27 -0.14 -0.23 0.364
C -22.098 16.317 9.223 -1.25 -0.25 0.71 -0.733
H -24.356 19.205 10.709 0.16 0.33 -0.08 0.382
H -25.658 18.684 9.654 0.18 -0.54 -0.10 0.419
H -24.785 20.057 9.124 0.24 0.34 0.60 0.358
H -21.511 17.001 9.836 0.12 0.13 -0.29 0.015
H -21.684 16.154 8.234 -0.04 0.29 0.03 0.373
H -22.258 15.379 9.753 0.46 -0.14 -0.12 0.389
C -19.915 17.000 16.008 -0.33 0.77 -0.23 -1.269
C -19.255 16.788 14.675 0.58 -0.15 1.58 0.481
O -18.145 17.060 14.399 -0.28 -0.15 -0.60 -0.309
N -20.117 16.052 13.650 -0.16 0.36 -0.80 0.353
H -21.114 16.246 13.738 -0.07 -0.46 1.12 0.540
H -19.995 16.582 12.771 1.31 -0.39 -0.53 0.175
C -19.819 14.551 13.580 -1.15 0.55 -1.07 -0.564
H -20.648 17.801 15.865 -0.28 -0.15 0.01 0.369
H -19.211 17.422 16.721 0.25 -0.30 -0.14 0.368
H -20.418 16.132 16.430 0.03 -0.10 -0.20 0.374
H -20.760 14.134 13.220 -0.06 -0.33 0.52 0.401
H -19.545 14.185 14.563 0.09 0.01 -0.09 0.369
H -19.138 14.303 12.768 0.69 0.51 0.45 0.045
C -24.390 11.552 8.406 0.02 -0.10 0.27 -1.305
C -22.943 11.454 8.814 -1.88 0.17 0.42 0.675
O -22.509 11.482 9.912 0.61 -0.07 -0.78 -0.335
N -22.044 11.303 7.587 1.57 0.08 0.53 -0.173
H -22.550 10.930 6.782 -0.08 -0.69 0.25 0.436
H -21.817 12.236 7.230 0.50 0.19 0.42 0.327
C -20.783 10.467 7.979 -0.95 -0.57 -1.43 -0.823
H -24.493 12.312 7.629 -0.19 -0.19 -0.19 0.381
H -25.054 11.779 9.238 0.38 0.26 0.19 0.356
H -24.756 10.578 8.070 0.23 0.02 -0.46 0.390
H -21.238 9.516 8.247 0.32 0.05 0.68 0.378
H -20.159 10.951 8.720 -0.37 0.12 0.10 0.327
H -20.221 10.233 7.076 0.05 0.52 -0.08 0.389
C -12.852 16.380 7.136 -1.90 -0.32 0.12 -0.116
O -13.081 17.108 8.359 0.24 -0.11 -0.12 -0.392
O -14.110 16.163 6.627 2.01 1.13 -0.14 -0.856
C -11.861 17.147 6.214 -0.89 0.56 -0.88 0.740
F -10.866 17.752 6.872 -0.04 0.00 0.28 -0.271
F -11.289 16.323 5.322 -0.10 -0.32 0.20 -0.298
F -12.504 18.089 5.485 0.16 -0.08 0.49 -0.249
C -12.235 16.757 9.429 1.66 1.11 1.08 -0.468
C -12.465 17.651 10.685 -0.84 -0.83 -0.78 -1.185
H -11.587 17.643 11.328 0.10 0.24 -0.20 0.456
H -12.749 18.651 10.357 0.46 0.17 0.09 0.168
H -13.298 17.296 11.290 -0.08 -0.11 -0.07 0.171
H -11.210 16.970 9.112 0.10 -0.12 0.03 0.535
H -12.232 15.699 9.707 -0.50 0.02 -0.29 0.258
H -12.357 15.419 7.324 0.33 0.00 0.49 0.293
P -18.778 18.654 10.412 -0.27 1.54 0.69 1.585
F -18.902 19.833 11.507 -0.10 -0.47 0.25 -0.412
F -17.242 18.508 10.788 0.07 -0.29 -0.57 -0.421
F -19.140 17.507 11.567 -0.60 0.18 0.11 -0.753
F -18.743 17.430 9.354 0.07 0.35 -0.06 -0.293
F -20.368 18.895 10.101 -0.71 -1.11 0.19 -0.509
F -18.511 19.752 9.274 0.79 -0.39 -0.43 -0.357
```
Forces are in eV/Å.

=====

Entry 2:
Below is C12H18AsN4O8RuS as an isolated structure, with properties calculated with ωB97M-V with the def2-TZVPD basis set.

Summary:
⟨S²⟩: 0.754
highest occupied orbital energy (alpha / beta): -9.647 / -9.568 eV
E_LUMO (alpha / beta): 0.18 / -1.21 eV
total charge: 0
energy relative to the best compared isomer or geometry (same formula, charge and spin): 0.00 kcal/mol
2S+1: 2
orbital gap (alpha / beta): 9.8 / 8.4 eV
electronic energy: -109330.858 eV

XYZ file:
```
45
Properties=species:S:1:pos:R:3:forces:R:3:mulliken_charge:R:1
Ru 0.079 0.312 -0.565 0.17 0.00 0.35 0.853
O 1.120 -2.406 1.171 0.11 0.11 0.05 -0.550
As 0.489 -1.223 2.285 0.08 -0.03 -0.01 1.097
O 1.456 -1.113 3.584 0.04 0.01 -0.03 -0.813
O 0.380 0.247 1.407 0.10 -0.21 -0.08 -0.521
C -1.335 -1.663 2.743 0.01 0.00 -0.03 -0.171
C -1.553 -1.772 4.109 0.00 0.01 0.02 -0.524
C -2.832 -2.001 4.603 -0.01 0.00 -0.02 -0.584
C -3.898 -2.116 3.729 0.02 0.00 0.01 -0.532
C -3.690 -2.011 2.359 -0.02 0.00 0.00 -0.515
C -2.417 -1.785 1.864 -0.03 -0.03 -0.03 0.050
S -2.242 -1.768 0.086 0.01 0.05 0.06 1.518
O -3.529 -2.030 -0.474 -0.03 0.02 -0.01 -0.749
O -1.815 -0.342 -0.234 0.08 -0.07 -0.10 -0.662
O -1.176 -2.700 -0.215 -0.05 0.03 -0.07 -0.786
H 0.432 -2.641 0.513 -0.03 -0.05 0.01 0.414
H -0.708 -1.670 4.779 0.01 0.00 -0.01 0.530
H -2.987 -2.087 5.670 0.00 0.00 0.00 0.396
H -4.896 -2.294 4.105 0.00 0.00 0.00 0.394
H -4.508 -2.117 1.661 0.00 0.00 0.00 0.539
N -0.708 2.113 0.047 -0.15 0.19 0.10 -0.504
H -0.456 2.924 -0.506 0.02 0.00 0.01 0.299
H -0.407 2.238 1.012 0.01 0.00 0.00 0.289
H -1.721 2.012 0.046 0.00 0.04 0.01 0.325
N 2.022 1.013 -0.724 -0.12 -0.01 0.16 -0.688
C 2.916 0.479 -0.189 0.09 0.11 -0.11 0.897
N 3.932 -0.076 0.366 -0.04 -0.04 -0.01 0.135
C 4.733 -1.072 -0.378 -0.02 -0.01 0.01 -0.847
C 4.685 -2.429 0.317 -0.05 0.05 0.02 -0.466
C 4.735 -2.293 1.851 0.03 0.04 0.04 -0.418
C 5.207 -0.907 2.287 0.00 0.04 -0.03 -0.867
C 4.230 0.158 1.806 0.01 -0.04 0.04 -0.467
H 5.752 -0.686 -0.436 0.00 0.00 0.01 0.314
H 4.338 -1.123 -1.390 0.01 0.00 0.00 0.474
H 5.528 -3.016 -0.053 -0.02 0.00 -0.01 0.366
H 3.771 -2.946 0.027 -0.02 -0.02 -0.01 0.205
H 5.387 -3.057 2.274 -0.01 0.00 0.01 0.401
H 3.741 -2.453 2.270 -0.06 -0.02 -0.01 0.116
H 6.215 -0.697 1.919 0.00 -0.02 0.00 0.334
H 5.247 -0.845 3.374 0.00 0.01 0.00 0.426
H 4.635 1.165 1.921 0.00 -0.01 0.01 0.333
H 3.296 0.070 2.362 -0.02 0.03 0.03 0.298
O 0.809 -1.339 -1.686 -0.04 -0.01 -0.01 -0.238
N 0.537 -0.801 -2.775 0.00 -0.12 0.05 0.275
O -0.028 0.325 -2.565 -0.07 -0.05 -0.43 -0.377
```
Forces are in eV/Å.

=====

Entry 3:
Below is a 2-piece molecular cluster, H2NO4P overall at a distorted geometry, with properties calculated with ωB97M-V with the def2-TZVPD basis set.

Summary:
highest occupied orbital energy: -10.365 eV
E_LUMO: -0.22 eV
total charge: 0
energy relative to the best compared isomer or geometry (same formula, charge and spin): 37.95 kcal/mol
orbital gap: 10.1 eV
electronic energy: -18999.450 eV

XYZ file:
```
8
Properties=species:S:1:pos:R:3:forces:R:3:mulliken_charge:R:1
O 0.017 0.632 -1.027 1.60 0.31 1.01 -0.245
N 1.136 0.921 -0.753 -0.63 -0.05 -0.78 0.223
O 1.412 0.833 0.598 -0.89 -0.26 0.16 -0.380
H 2.333 1.110 0.716 -0.03 0.02 -0.42 0.408
O -3.285 1.041 0.763 -0.36 0.80 0.75 -0.410
P -2.961 0.278 -0.422 0.57 -1.36 -0.36 0.496
O -2.390 -1.157 0.133 -0.36 0.71 0.13 -0.430
H -2.052 -1.771 -0.516 0.10 -0.18 -0.48 0.338
```
Forces are in eV/Å.